ORCA calculation (the ωB97M-V functional and the def2-TZVPD basis) on a cluster of 9 separate species, C27H56FNO14P3S in total.

Geometry as ORCA input:
```
! wB97M-V def2-TZVPD RIJCOSX def2/J DEFGRID3
* xyz -1 1
C 5.4154 1.7007 2.2018
P 5.4176 3.4612 2.6513
O 6.5247 4.1037 1.6037
N 3.9418 4.1225 1.9318
F 4.0485 5.4976 2.3172
C 2.6694 3.6020 2.4060
P 2.6350 3.1708 4.2111
O 3.4088 1.9713 4.6087
C 1.6205 4.7740 2.1979
O 1.6105 5.2508 1.0563
O 0.9574 5.0667 3.2067
P 2.0357 2.2926 1.2700
O 0.6743 2.8419 0.6479
O 3.0585 2.2698 0.0422
S 1.7365 0.5852 2.0635
H 6.2253 1.4591 1.5284
H 4.4920 1.3010 1.8113
H 5.6067 1.1750 3.1249
H 6.0504 4.5167 0.8723
H 1.2903 3.0542 4.5517
H 3.0931 4.3313 4.8458
H 0.8819 3.5771 0.0521
H 2.9255 3.0347 -0.5352
C 2.0971 6.5680 -4.2069
C 2.1393 5.9152 -2.8421
O 2.4228 4.7408 -2.7410
C 1.8179 6.7967 -1.6665
H 2.3469 5.8359 -4.9722
H 1.0980 6.9611 -4.3999
H 2.8155 7.3874 -4.2493
H 0.8072 7.1964 -1.7708
H 2.5281 7.6251 -1.6267
H 1.8803 6.2307 -0.7387
C 0.3872 2.2850 -6.2811
C 0.4671 1.5070 -4.9869
O 0.7500 0.3331 -4.9867
C 0.1686 2.2785 -3.7267
H 0.6183 1.6273 -7.1154
H -0.6174 2.6901 -6.4121
H 1.1032 3.1079 -6.2643
H -0.8452 2.6810 -3.7770
H 0.8757 3.1032 -3.6164
H 0.2491 1.6275 -2.8588
C 8.8219 -2.5743 2.2342
C 7.7122 -1.7337 1.6410
O 6.7611 -1.3916 2.2932
C 7.8563 -1.3414 0.1878
H 8.5969 -2.7835 3.2767
H 8.9101 -3.5165 1.6909
H 9.7707 -2.0387 2.1738
H 7.9053 -2.2337 -0.4385
H 8.7666 -0.7564 0.0459
H 6.9987 -0.7439 -0.1102
C -1.3589 -2.1712 -4.4937
C -1.4010 -3.1812 -3.3773
O -1.7696 -4.3212 -3.5630
C -0.9649 -2.6965 -2.0228
H -1.6856 -2.6380 -5.4209
H -2.0182 -1.3328 -4.2635
H -0.3432 -1.7966 -4.6167
H -1.5935 -1.8702 -1.6968
H 0.0684 -2.3492 -2.0618
H -1.0409 -3.5028 -1.2987
C -3.6690 -3.0584 1.7627
C -3.0744 -1.6885 1.5334
O -1.8827 -1.5070 1.5364
C -4.0457 -0.5586 1.2931
H -2.8670 -3.7764 1.9192
H -4.3158 -3.0436 2.6403
H -4.2603 -3.3594 0.8970
H -4.7067 -0.4473 2.1530
H -4.6469 -0.7682 0.4075
H -3.4929 0.3666 1.1454
C 0.7966 -2.6353 6.6803
C -0.2671 -1.8283 5.9695
O -1.2929 -1.5159 6.5293
C 0.0243 -1.4428 4.5449
H 0.4720 -2.8503 7.6960
H 0.9676 -3.5744 6.1519
H 1.7297 -2.0715 6.7128
H 0.1606 -2.3363 3.9332
H 0.9294 -0.8342 4.4979
H -0.8051 -0.8669 4.1442
C -8.3302 -0.4112 0.5574
C -7.9333 -1.6089 1.3876
O -6.8916 -2.1873 1.2025
C -8.9012 -2.0465 2.4611
H -7.5523 -0.2023 -0.1723
H -9.2662 -0.6122 0.0341
H -8.4614 0.4615 1.1984
H -9.8600 -2.3130 2.0139
H -9.0554 -1.2387 3.1778
H -8.4978 -2.9114 2.9809
C -4.0641 -6.5294 -4.4918
C -5.4969 -6.6121 -4.0341
O -6.3752 -7.0479 -4.7417
C -5.7866 -6.1161 -2.6359
H -3.9849 -6.9120 -5.5067
H -3.7210 -5.4953 -4.4704
H -3.4260 -7.1216 -3.8355
H -5.5101 -5.0646 -2.5478
H -5.2144 -6.6931 -1.9084
H -6.8475 -6.2256 -2.4242
*
```

Calculated values
- E_tot: -3692.7464 Ha
- HOMO level: -5.381 eV


ORCA calculation (the ωB97M-V functional and the def2-TZVPD basis) on a cluster of 6 separate species, C27H57BNO6 in total.

Geometry as ORCA input:
```
! wB97M-V def2-TZVPD RIJCOSX def2/J DEFGRID3
* xyz -1 1
C 0.3505 3.0506 -1.4551
B 1.2421 1.8102 -2.1137
C 2.2792 2.3053 -3.2931
C 3.7078 2.8358 -2.7203
N 4.2812 1.8303 -1.7929
C 5.5287 1.1914 -2.2812
C 5.2907 -0.4102 -2.1489
C 4.3538 2.2560 -0.4109
C 4.6684 3.7127 0.1318
O 4.1969 1.3596 0.4631
H -0.5158 2.6000 -0.8547
H 0.9703 3.7540 -0.8028
H -0.0849 3.6715 -2.3137
H 0.5059 0.9590 -2.5542
H 1.7901 1.2822 -1.1739
H 1.7430 3.1463 -3.8756
H 2.4421 1.4336 -4.0093
H 3.4884 3.8553 -2.2761
H 4.3636 2.9985 -3.6524
H 5.7469 1.3750 -3.3807
H 6.4503 1.4242 -1.6501
H 4.2940 -0.6845 -2.6450
H 6.1393 -1.0199 -2.5938
H 5.1240 -0.6294 -1.0340
H 5.7363 4.0524 -0.0321
H 3.9068 4.4445 -0.3126
H 4.4536 3.7172 1.2582
C 4.3868 0.6214 5.0346
C 4.5681 0.0085 3.6626
C 6.0768 -0.0050 3.5210
O 6.6168 -0.1535 4.8440
C 5.5649 0.0444 5.7963
H 3.4258 0.3882 5.4969
H 4.4804 1.7104 4.9697
H 4.1843 -1.0160 3.6607
H 4.0701 0.5604 2.8643
H 6.4459 0.9413 3.1123
H 6.4313 -0.8199 2.8862
H 5.3174 -0.9313 6.2302
H 5.9123 0.7029 6.5961
C -2.6380 6.7917 -4.3090
C -2.0551 7.7949 -3.3381
C -1.4168 6.8918 -2.2996
O -1.0097 5.7000 -2.9806
C -1.5936 5.6919 -4.2883
H -2.8118 7.1958 -5.3080
H -3.5895 6.4111 -3.9232
H -1.2853 8.3918 -3.8385
H -2.7938 8.4776 -2.9139
H -2.1363 6.6063 -1.5244
H -0.5511 7.3525 -1.8181
H -0.7957 5.8886 -5.0132
H -2.0166 4.7067 -4.4951
C 1.6585 -0.9959 1.9566
C 1.7703 -2.1750 2.8992
C 0.3264 -2.6248 3.0159
O -0.3106 -2.3060 1.7728
C 0.5626 -1.4496 1.0133
H 2.5889 -0.7541 1.4415
H 1.3323 -0.1085 2.5090
H 2.3713 -2.9646 2.4356
H 2.2180 -1.9270 3.8631
H -0.1967 -2.0804 3.8104
H 0.2355 -3.6968 3.2101
H 0.9706 -2.0372 0.1844
H -0.0072 -0.6154 0.6005
C -4.3504 -3.2228 -0.3810
C -3.2431 -2.8025 0.5613
C -2.9156 -1.4094 0.0626
O -4.1320 -0.8672 -0.4763
C -5.0969 -1.9195 -0.5914
H -4.9858 -4.0183 0.0132
H -3.9214 -3.5651 -1.3283
H -3.6273 -2.7519 1.5857
H -2.3817 -3.4705 0.5532
H -2.1751 -1.4394 -0.7432
H -2.5416 -0.7585 0.8549
H -5.8546 -1.7664 0.1861
H -5.5843 -1.8666 -1.5677
C -7.1803 -8.1023 0.8220
C -7.9873 -7.0373 1.5330
C -7.6737 -5.8032 0.7094
O -7.4339 -6.2498 -0.6315
C -7.3077 -7.6773 -0.6283
H -7.5376 -9.1177 1.0011
H -6.1334 -8.0471 1.1372
H -9.0545 -7.2720 1.4634
H -7.7317 -6.9221 2.5875
H -6.7643 -5.3080 1.0658
H -8.4899 -5.0773 0.7140
H -8.2112 -8.0951 -1.0863
H -6.4449 -7.9712 -1.2298
*
```

Calculated values
- E_tot: -1593.8695 Ha
- HOMO level: -4.228 eV


ORCA calculation (the ωB97M-V functional and the def2-TZVPD basis) on a structure of composition C27H57F6MnN6O15S6.

Geometry as ORCA input:
```
! wB97M-V def2-TZVPD RIJCOSX def2/J DEFGRID3
* xyz -1 6
Mn 8.9501 -2.7591 9.5671
N 7.1571 -2.6488 10.2948
S 6.1720 -3.5429 11.0571
O 5.0310 -4.1991 10.4213
O 6.1389 -3.5938 12.5093
F 7.1830 -4.8333 10.7962
S 5.7975 -1.5487 10.2679
O 5.2092 -0.9556 11.4663
O 5.0514 -1.7184 9.0761
F 6.8688 -0.3478 9.8577
N 9.1493 -4.0035 8.0633
S 8.1039 -5.2936 7.6129
O 8.2325 -6.4004 8.5133
O 7.7927 -5.4716 6.2091
F 6.7009 -4.6283 8.0068
S 10.1065 -4.2435 6.8278
O 9.7905 -3.6022 5.5386
O 10.8502 -5.5165 6.8358
F 11.1890 -3.2849 7.3489
N 9.4966 -0.4769 5.5101
S 8.6075 -0.2290 6.9409
O 8.0775 1.0478 7.2238
O 9.0016 -1.0928 8.0778
F 7.3438 -1.0595 6.4246
S 10.5163 0.6929 5.7402
O 11.3922 0.6321 6.8959
O 10.0196 2.0183 5.3560
F 11.5021 0.2690 4.5757
C 12.6442 -4.1849 11.6981
C 11.1355 -4.1642 11.8160
C 10.7009 -4.5789 13.2803
C 10.6640 -3.4775 14.2888
C 9.9078 -2.2380 13.7893
C 10.2479 -1.7739 12.3335
N 10.3666 -2.9462 11.4147
O 10.9405 -2.5281 10.1842
C 9.1648 -0.7621 12.0219
C 11.6161 -1.0077 12.3809
C 10.5443 -5.2712 10.8909
H 13.1324 -3.6205 12.4926
H 12.9665 -3.9715 10.6789
H 12.9823 -5.2115 11.8392
H 9.7219 -5.0575 13.3046
H 11.3623 -5.3823 13.6044
H 11.6540 -3.2115 14.6591
H 10.2382 -3.8844 15.2060
H 9.8676 -1.3630 14.4381
H 8.8881 -2.6188 13.7313
H 9.3689 0.2106 12.4694
H 9.2148 -0.6509 10.9388
H 8.1075 -0.9909 12.1555
H 12.3022 -1.6548 12.9274
H 11.9068 -0.6157 11.4063
H 11.5999 -0.0772 12.9483
H 9.4551 -5.2399 10.9183
H 10.8742 -6.2675 11.1855
H 10.7813 -5.0438 9.8515
H 11.7942 -2.1456 10.3995
C 13.9893 -1.7690 6.2785
C 14.7619 -1.8826 7.6000
C 16.2489 -1.5911 7.1849
C 17.1304 -1.3696 8.3652
C 16.5475 -0.2499 9.2555
C 15.0284 -0.4231 9.7075
N 14.2376 -0.8418 8.5189
O 12.8967 -0.8973 8.7547
C 14.9891 -1.4745 10.8313
C 14.5540 0.9814 10.2974
C 14.6519 -3.3863 8.0828
H 14.0832 -0.8125 5.7644
H 12.9181 -1.9194 6.4125
H 14.3138 -2.5935 5.6436
H 16.5882 -2.3079 6.4371
H 16.2827 -0.6234 6.6844
H 18.1446 -1.0410 8.1381
H 17.2367 -2.3614 8.8046
H 16.7766 0.7177 8.8089
H 17.1647 -0.2745 10.1536
H 15.6056 -2.3283 10.5502
H 15.5183 -1.0498 11.6844
H 13.9923 -1.7873 11.1421
H 13.5894 1.3483 9.9465
H 14.4219 0.9723 11.3793
H 15.3412 1.6825 10.0204
H 15.4555 -3.9766 7.6426
H 13.7201 -3.9082 7.8651
H 14.6791 -3.5493 9.1602
H 12.6438 -0.1463 8.2128
C 9.6897 7.5873 10.0984
C 9.2808 6.2645 9.4453
C 10.0338 6.2683 8.0541
C 9.9445 4.9178 7.3013
C 10.5716 3.8286 8.2221
C 10.0233 3.7703 9.7178
N 9.8635 5.1560 10.2275
O 9.3333 5.1204 11.6073
C 8.6540 2.9365 9.6863
C 11.0476 3.0580 10.5291
C 7.7071 6.3178 9.1970
H 9.2041 8.3999 9.5580
H 10.7287 7.7842 10.3626
H 9.2199 7.5152 11.0794
H 9.7664 7.1994 7.5544
H 11.0830 6.5140 8.2177
H 10.4577 4.9753 6.3414
H 8.8703 4.7813 7.1766
H 11.6494 3.9902 8.2078
H 10.4684 2.8443 7.7652
H 8.0229 3.2312 8.8479
H 8.8867 1.8810 9.5460
H 8.1390 2.9602 10.6467
H 11.9973 3.5825 10.4230
H 10.7444 2.8913 11.5627
H 11.1436 2.0758 10.0662
H 7.3056 5.3398 8.9316
H 7.4844 6.8532 8.2741
H 7.1491 6.7316 10.0370
H 8.4050 4.9028 11.4952
*
```

Calculated values
- E_tot: -6659.2162 Ha
- Relative energy (zero: lowest compared OMol25 entry of this formula, charge and spin): 0.000 eV
- Expectation value of S²: 8.76
- HOMO level (alpha / beta): -6.449 / -6.449 eV


ORCA calculation (the ωB97M-V functional and the def2-TZVPD basis) on a cluster of 3 separate species, C27H57N3O3 in total.

Geometry as ORCA input:
```
! wB97M-V def2-TZVPD RIJCOSX def2/J DEFGRID3
* xyz -1 2
C -2.4323 2.7564 -0.1280
C -0.9317 2.4800 0.0575
C -0.3804 2.4065 -1.4826
C 1.1259 2.6212 -1.6438
C 1.6166 3.8671 -0.8219
C 1.0823 3.9250 0.6369
N -0.3519 3.6618 0.6148
O -0.9862 3.9128 1.7984
C 1.9722 3.0049 1.4963
C 1.2181 5.4291 1.0636
C -0.5958 1.0747 0.7115
H -2.7407 2.4948 -1.1402
H -2.6125 3.8285 -0.2070
H -3.0932 2.2977 0.6075
H -0.5790 1.3962 -1.8403
H -0.8345 3.1757 -2.1074
H 1.6218 2.7840 -2.6008
H 1.4855 1.6595 -1.2778
H 1.3145 4.7203 -1.4292
H 2.6980 3.7476 -0.7565
H 1.3184 2.6989 2.3130
H 2.1202 2.0027 1.0942
H 2.9820 3.3241 1.7539
H 1.1230 6.1670 0.2670
H 0.6144 5.7668 1.9060
H 2.2049 5.6723 1.4577
H -0.0254 0.5471 -0.0529
H -1.4686 0.4409 0.8687
H 0.0308 1.0430 1.6028
H -1.3503 4.7964 1.7072
C 3.7464 -0.0965 -1.2895
C 3.3936 -1.0466 -2.4955
C 2.8041 -0.2088 -3.6490
C 3.8142 0.6909 -4.3118
C 4.9700 -0.1092 -4.9205
C 5.6126 -1.0062 -3.8095
N 4.6018 -1.7216 -3.0377
O 5.1659 -2.5769 -2.1021
C 6.3757 -2.0250 -4.7233
C 6.6810 -0.1086 -3.0417
C 2.3917 -2.1393 -1.8957
H 4.2457 0.8184 -1.6085
H 4.4218 -0.6036 -0.6004
H 2.8153 0.0261 -0.7360
H 2.5426 -0.8572 -4.4852
H 1.9138 0.3978 -3.4827
H 4.1467 1.4857 -3.6440
H 3.2469 1.2148 -5.0811
H 5.6220 0.6599 -5.3346
H 4.5023 -0.7525 -5.6659
H 6.8674 -2.7722 -4.1003
H 5.7628 -2.8039 -5.1770
H 7.0466 -1.5345 -5.4285
H 7.1443 0.7479 -3.5315
H 6.2189 0.3611 -2.1734
H 7.4576 -0.6151 -2.4687
H 2.9177 -2.5481 -1.0330
H 2.2908 -2.8819 -2.6873
H 1.4775 -1.6079 -1.6313
H 4.9746 -3.4770 -2.3757
C -6.1855 -4.2918 4.0160
C -5.0573 -3.4762 3.3229
C -5.6902 -3.3081 1.8437
C -4.9857 -2.1929 1.0545
C -4.8982 -0.8235 1.8320
C -4.3875 -0.9613 3.2820
N -5.0566 -2.1461 3.8986
O -4.8569 -2.1382 5.3043
C -2.8710 -1.1638 3.1476
C -4.7944 0.2818 4.0752
C -3.6324 -4.2538 3.2714
H -5.8947 -4.4087 5.0599
H -6.2452 -5.2930 3.5892
H -7.0891 -3.6831 4.0494
H -5.4760 -4.2149 1.2779
H -6.7371 -3.0085 1.7963
H -5.6386 -1.8523 0.2508
H -4.0946 -2.4775 0.4950
H -5.8794 -0.3503 1.7937
H -4.2132 -0.2879 1.1748
H -2.5644 -1.9970 2.5153
H -2.3296 -0.3249 2.7103
H -2.5866 -1.4634 4.1563
H -4.3603 1.1038 3.5060
H -5.8840 0.2924 4.1007
H -4.3982 0.2170 5.0885
H -3.8875 -5.2913 3.0555
H -3.2295 -4.3396 4.2806
H -2.7650 -4.0767 2.6356
H -5.6297 -2.6834 5.4693
*
```

Calculated values
- E_tot: -1452.6385 Ha
- Expectation value of S²: 0.75
- HOMO level (alpha / beta): 0.888 / -5.892 eV